[1]
{
  "formula": "C43H37BiI2N3OP2",
  "method": "ωB97M-V/def2-TZVPD",
  "homo_ev": -10.1,
  "total_charge": 1,
  "gap_ev": 7.00,
  "molar_mass_g_mol": 1136.52,
  "e_tot_ha": -3392.74640,
  "relative_energy_kcal_mol": 42.2,
  "symbols": ["Bi", "C", "P", "C", "C", "C", "C", "C", "C", "C", "C", "C", "C", "C", "C", "C", "C", "C", "C", "C", "P", "C", "C", "C", "C", "C", "C", "C", "C", "C", "C", "C", "C", "N", "H", "H", "H", "H", "H", "H", "H", "H", "H", "H", "H", "H", "H", "H", "H", "H", "H", "H", "H", "H", "H", "H", "H", "H", "H", "H", "I", "C", "C", "C", "I", "C", "O", "C", "C", "N", "C", "C", "C", "C", "C", "C", "N", "C", "H", "H", "H", "H", "H", "H", "H", "H", "H", "H", "H"],
  "coordinates": [[-0.097958, -0.160872, -0.362713], [-3.098595, 1.244084, -1.572457], [-2.566659, -0.451923, -1.757286], [-3.614652, -1.710745, -0.884149], [-4.827119, -2.250475, -1.432316], [-5.545307, -3.195431, -0.733280], [-5.091401, -3.806893, 0.439792], [-3.855347, -3.291758, 0.952520], [-3.140406, -2.244206, 0.312512], [-2.534182, -0.878035, -3.500103], [-2.107633, -0.033206, -4.524208], [-2.032190, -0.548036, -5.869848], [-2.303084, -1.838244, -6.186245], [-2.701513, -2.735591, -5.172236], [-2.707204, -2.231294, -3.847284], [-2.647115, 1.771827, -0.291540], [-3.267389, 2.678753, 0.503594], [-2.496068, 2.889343, 1.688544], [-1.429654, 1.977270, 1.575653], [-0.301609, 1.982014, 2.492528], [0.624713, 0.380173, 2.660786], [1.961420, 0.748768, 3.840723], [1.806511, 1.621266, 4.916984], [2.859177, 1.809365, 5.839506], [4.033570, 1.176174, 5.529315], [4.286447, 0.387034, 4.444320], [3.197561, 0.160573, 3.624682], [-0.445126, -0.592299, 3.750355], [0.128852, -1.711833, 4.396694], [-0.545036, -2.666774, 5.121535], [-2.003205, -2.530452, 5.177530], [-2.584117, -1.479690, 4.552865], [-1.843871, -0.518127, 3.800452], [-1.566103, 1.272275, 0.428811], [-4.176367, 1.276523, -1.608755], [-2.647870, 1.690027, -2.444740], [-5.200167, -1.819830, -2.345765], [-6.491759, -3.593201, -1.207573], [-5.707591, -4.525537, 0.947366], [-3.445647, -3.681115, 1.868004], [-2.193772, -1.936475, 0.729442], [-1.730626, 0.991286, -4.272602], [-1.668245, 0.087858, -6.659123], [-2.239671, -2.140880, -7.190802], [-2.776870, -3.809144, -5.341247], [-2.880151, -3.021460, -3.033599], [-4.115026, 3.256238, 0.190189], [-2.763153, 3.567356, 2.487204], [-0.595002, 2.306918, 3.519007], [0.425781, 2.673480, 2.095702], [0.855790, 2.083527, 5.057481], [2.772275, 2.411426, 6.766737], [4.828971, 1.277575, 6.301629], [5.264156, 0.161080, 4.089074], [3.290447, -0.485018, 2.756063], [1.204218, -1.786486, 4.205467], [-0.077212, -3.487979, 5.599769], [-2.742776, -3.248916, 5.647166], [-3.650880, -1.191903, 4.661733], [-2.372136, 0.260808, 3.275082], [5.582322, 3.202308, -4.124993], [3.625211, 2.588531, -3.531238], [2.791650, 3.466497, -2.760021], [1.584471, 2.935220, -2.350153], [0.215342, 3.995031, -1.126086], [1.147691, 1.655938, -2.726486], [0.021822, 1.135366, -2.184550], [1.963040, 0.876460, -3.535671], [1.519409, -0.600582, -3.712254], [1.636335, -1.307636, -2.392849], [2.973824, -1.223106, -1.827632], [3.423742, 0.001668, -1.021657], [4.739804, 0.322480, -0.925462], [5.143988, 1.270433, 0.023825], [4.213060, 1.955144, 0.731280], [2.933467, 1.631034, 0.452675], [2.511381, 0.653850, -0.323517], [3.211840, 1.332642, -3.934008], [3.124118, 4.394574, -2.474253], [2.281449, -1.009983, -4.415061], [0.476091, -0.659871, -4.154542], [1.301844, -2.233670, -2.470577], [3.747422, -1.346105, -2.641762], [3.064853, -2.100091, -1.218485], [5.472224, -0.283694, -1.465250], [6.247231, 1.348254, 0.195355], [4.415317, 2.669478, 1.504126], [2.094175, 2.204652, 0.836357], [3.824495, 0.586011, -4.436038]],
  "forces_ev_per_a": [[0.137, 0.533, -1.710], [-0.383, -0.738, -0.382], [0.761, -1.564, 0.813], [-0.702, -0.215, -0.709], [1.263, 1.320, 1.037], [-1.431, -1.485, -0.950], [1.993, 2.323, -0.056], [-0.956, -0.003, -0.589], [-1.047, -1.192, -0.166], [0.394, -0.865, -0.902], [0.322, 0.295, -0.947], [0.544, 1.892, 1.793], [-1.102, -1.121, 1.421], [1.284, 1.242, 1.127], [-0.913, -2.411, 0.245], [0.271, -0.089, 1.645], [0.073, 1.145, 0.211], [0.271, -1.433, -1.068], [-2.500, 1.954, 0.756], [1.073, -0.764, 1.516], [-0.468, 0.256, 0.380], [0.260, 0.568, 0.024], [0.519, -0.137, 0.687], [-1.527, -0.058, -0.746], [2.389, 0.427, 2.829], [-1.331, 0.580, -1.046], [0.086, -0.573, -0.957], [-1.806, -1.353, 0.034], [1.240, 0.223, -0.406], [-3.087, 1.016, -0.617], [0.910, -1.461, 0.696], [-0.668, 2.603, -1.011], [0.734, -0.485, 0.557], [0.942, -0.470, -0.913], [-0.413, 0.248, -0.343], [0.058, 0.664, -0.310], [-0.167, -0.129, -0.232], [1.088, 0.647, 0.661], [0.179, -0.294, 0.164], [0.050, -0.153, 0.212], [0.036, 0.126, 0.231], [-0.608, -0.950, -0.522], [-0.012, 0.357, -0.008], [0.126, -0.472, -1.104], [-0.262, 0.355, -0.020], [0.120, 1.439, -1.190], [-0.385, 0.043, 0.075], [0.351, -0.117, 0.013], [0.040, -0.032, -0.891], [0.509, 0.482, 0.124], [-0.473, 0.378, 0.264], [-0.077, -0.454, -0.901], [-0.327, 0.121, -0.831], [0.624, -0.696, 0.368], [0.167, 0.056, -0.066], [-0.160, -0.366, 0.615], [0.516, -0.555, 0.243], [1.572, 0.681, -0.197], [0.633, -0.901, -0.123], [-0.164, 0.205, 0.016], [-0.692, -0.102, 0.313], [0.224, 1.081, 0.046], [0.130, -3.613, -1.364], [-0.754, 0.495, 0.019], [0.564, -0.003, -0.183], [-0.307, -0.249, 1.019], [0.071, -0.149, 0.181], [-1.008, -1.181, 0.396], [0.586, 0.809, -0.329], [-0.343, 2.571, -0.384], [1.167, -0.242, -1.366], [-1.434, -1.328, -0.647], [1.473, -0.168, 0.445], [2.526, -1.254, -0.858], [0.436, 0.430, 0.458], [-2.786, 0.755, 0.410], [-0.482, -0.082, -0.369], [-0.427, -0.346, 0.336], [0.657, 2.032, 0.579], [-0.689, -0.203, 0.174], [1.274, -0.134, 0.751], [-0.039, -1.134, -0.094], [-0.566, 0.022, 0.609], [0.321, -0.449, 0.676], [-0.152, 0.428, 0.073], [-1.163, 0.306, -0.135], [0.262, 0.323, 0.059], [0.305, 0.136, 0.493], [0.277, 0.606, -0.156]]
}

[2]
{
  "formula": "C43H37BrFN3O25S",
  "method": "ωB97M-V/def2-TZVPD",
  "homo_ev": -9.2,
  "smiles": "C[C@H](F)[C@@](CCC(N)=O)(CC(=O)Br)OC(=O)CCSc1nnco1.O=C1C=C(O)C(=O)C=C1O.O=C1C=C(O)C(=O)C=C1O.O=C1C=C(O)C(=O)C=C1O.O=C1C=C(O)C(=O)C=C1O.O=C1C=C(O)C(=O)C=C1O",
  "gap_ev": 7.53,
  "molar_mass_g_mol": 1126.73,
  "e_tot_ha": -6778.09673,
  "symbols": ["C", "C", "F", "C", "C", "C", "C", "N", "O", "C", "C", "O", "Br", "O", "C", "O", "C", "C", "S", "C", "N", "N", "C", "O", "H", "H", "H", "H", "H", "H", "H", "H", "H", "H", "H", "H", "H", "H", "H", "H", "H", "O", "C", "C", "C", "O", "C", "O", "C", "C", "O", "H", "H", "H", "H", "O", "C", "C", "C", "O", "C", "O", "C", "C", "O", "H", "H", "H", "H", "O", "C", "C", "C", "O", "C", "O", "C", "C", "O", "H", "H", "H", "H", "O", "C", "C", "C", "O", "C", "O", "C", "C", "O", "H", "H", "H", "H", "O", "C", "C", "C", "O", "C", "O", "C", "C", "O", "H", "H", "H", "H"],
  "coordinates": [[3.774426, 0.676926, 2.955541], [4.287200, -0.169590, 1.813986], [5.638866, -0.357504, 2.033814], [4.061965, 0.334055, 0.365647], [4.316797, 1.831980, 0.223861], [3.172533, 2.770717, 0.635289], [3.714591, 4.083578, 1.151757], [3.601070, 4.365701, 2.515944], [4.227571, 4.860005, 0.389037], [5.156458, -0.319444, -0.518440], [5.018828, -1.812413, -0.669116], [4.424580, -2.304109, -1.554213], [5.886352, -3.000851, 0.607663], [2.858979, -0.144533, -0.247488], [1.653595, -0.044955, 0.365769], [1.415809, -0.539810, 1.429367], [0.608427, 0.615838, -0.484725], [-0.776617, 0.528260, 0.127989], [-1.695097, -0.966431, -0.330230], [-1.219891, -2.044748, 0.949963], [-1.843425, -2.204344, 2.084580], [-1.092214, -3.136169, 2.804222], [-0.095163, -3.467078, 2.027058], [-0.119168, -2.821781, 0.834953], [4.333872, 1.609580, 2.976041], [2.719563, 0.890645, 2.889080], [4.022857, 0.175780, 3.881018], [3.799069, -1.137444, 1.882466], [4.584246, 2.044395, -0.801518], [5.180543, 2.039620, 0.846362], [2.611270, 3.046939, -0.247170], [2.498161, 2.326564, 1.355247], [3.124056, 3.611416, 2.993067], [3.059300, 5.211731, 2.644291], [6.143139, 0.013720, -0.237315], [4.969299, 0.058121, -1.515786], [0.888179, 1.623967, -0.765089], [0.600028, 0.046019, -1.411479], [-0.774307, 0.658310, 1.201286], [-1.381957, 1.323345, -0.290380], [0.707113, -4.148576, 2.220809], [-4.073130, -1.567292, 4.425586], [-5.032210, -2.292163, 4.596550], [-6.262420, -1.865072, 5.242546], [-7.263227, -2.737741, 5.407208], [-8.418464, -2.429744, 5.983724], [-7.159916, -4.165107, 4.946755], [-8.115961, -4.893157, 5.152967], [-5.944477, -4.591148, 4.286326], [-4.937257, -3.720663, 4.110387], [-3.808323, -4.048426, 3.506434], [-6.327366, -0.838246, 5.572981], [-8.949805, -3.249336, 5.968441], [-5.889782, -5.615581, 3.945031], [-3.232314, -3.255629, 3.461456], [-8.391234, -5.950842, -2.221724], [-8.421437, -5.314768, -1.185259], [-9.640405, -4.812961, -0.582426], [-9.578537, -4.110692, 0.552418], [-10.647541, -3.614831, 1.165845], [-8.271756, -3.815885, 1.237681], [-8.323681, -3.154837, 2.260935], [-7.047461, -4.334518, 0.652217], [-7.112382, -5.042049, -0.486567], [-6.050086, -5.555752, -1.090691], [-10.572702, -5.026868, -1.084981], [-10.315037, -3.155104, 1.960552], [-6.114570, -4.132783, 1.161430], [-6.388007, -6.014870, -1.884434], [10.891935, -3.744798, -3.272286], [10.257412, -2.759249, -2.948118], [10.678013, -1.816955, -1.928246], [9.896622, -0.768964, -1.635597], [10.206350, 0.137242, -0.719596], [8.582166, -0.534303, -2.334100], [7.926644, 0.434228, -1.986314], [8.169938, -1.460937, -3.366730], [8.952492, -2.509301, -3.662738], [8.653041, -3.402020, -4.590226], [11.621044, -1.995855, -1.431997], [9.471776, 0.780115, -0.709802], [7.231644, -1.275447, -3.870445], [9.384475, -4.050283, -4.592828], [4.134878, 11.026881, -0.354677], [4.161870, 10.165185, -1.214456], [4.122767, 10.438094, -2.639002], [4.140427, 9.417178, -3.506120], [4.108102, 9.575366, -4.821436], [4.197254, 7.981549, -3.048940], [4.190651, 7.121884, -3.911645], [4.258472, 7.708916, -1.626268], [4.243224, 8.730635, -0.758631], [4.294778, 8.577632, 0.557142], [4.079615, 11.470383, -2.955755], [4.128512, 8.675647, -5.201970], [4.314324, 6.676121, -1.307440], [4.267252, 9.478735, 0.933250], [-4.610778, 0.908446, -3.107355], [-5.553639, 0.173083, -2.877092], [-6.746426, 0.581767, -2.162553], [-7.726496, -0.307456, -1.951215], [-8.849197, -0.017147, -1.312385], [-7.626796, -1.731536, -2.432151], [-8.560244, -2.474012, -2.184916], [-6.444208, -2.136941, -3.161885], [-5.465367, -1.247756, -3.377698], [-4.356395, -1.536736, -4.039504], [-6.806605, 1.605178, -1.821070], [-9.379147, -0.837808, -1.299778], [-6.392235, -3.156955, -3.516290], [-3.819557, -0.721170, -4.045680]],
  "forces_ev_per_a": [[0.727, 0.422, -0.177], [-1.377, -0.345, 0.271], [0.318, 0.359, -0.041], [1.759, -0.689, 0.080], [-0.673, 0.007, 0.213], [0.285, -0.126, 0.050], [0.052, 0.109, 0.017], [-0.798, -0.539, -0.234], [0.097, 0.437, -0.283], [-0.327, 0.154, -0.062], [0.227, 0.263, 0.106], [-0.451, -0.469, -0.617], [0.181, -0.008, 0.127], [-0.223, 0.936, -0.002], [-0.218, -0.112, -0.035], [0.168, 0.131, 0.453], [-0.104, -0.766, -0.174], [-0.072, 0.376, -0.331], [-0.083, -0.126, 0.014], [-0.640, 0.074, 0.703], [0.952, -0.252, -0.699], [0.962, -0.189, -1.023], [-1.170, 0.738, 0.376], [-0.114, -0.285, 0.584], [0.027, 0.246, -0.001], [-0.280, -0.181, 0.107], [-0.217, -0.215, 0.243], [0.116, -0.309, -0.072], [0.160, 0.156, -0.206], [0.318, 0.005, 0.013], [-0.269, -0.018, -0.176], [-0.144, -0.175, 0.111], [-0.001, 0.073, 0.175], [0.542, 0.385, 0.206], [0.195, -0.166, 0.299], [0.000, -0.007, -0.298], [0.162, 0.242, 0.158], [0.112, 0.030, -0.307], [-0.006, -0.117, 0.238], [-0.220, 0.169, -0.065], [0.128, -0.158, 0.046], [0.094, -0.092, -0.059], [-0.188, 0.161, 0.140], [0.094, 0.059, -0.005], [0.013, 0.212, 0.016], [-0.052, -0.053, 0.011], [0.204, -0.245, -0.236], [-0.116, 0.114, 0.081], [-0.094, -0.083, 0.035], [-0.033, -0.151, -0.046], [-0.039, 0.170, -0.001], [-0.015, 0.001, 0.006], [0.007, -0.049, -0.015], [0.038, -0.002, -0.002], [-0.060, -0.045, 0.077], [0.296, -0.062, 0.008], [-0.423, 0.131, 0.043], [-0.076, -0.204, -0.108], [-0.137, -0.089, -0.061], [0.037, 0.070, 0.019], [0.261, -0.098, -0.031], [-0.016, 0.039, 0.021], [-0.013, 0.106, 0.105], [0.105, 0.116, 0.161], [-0.036, -0.001, -0.081], [-0.016, 0.036, 0.004], [0.041, -0.002, 0.034], [0.018, -0.020, -0.020], [-0.039, -0.021, -0.019], [-0.092, -0.058, -0.132], [0.199, 0.154, 0.257], [0.083, -0.124, -0.037], [0.178, -0.064, 0.056], [-0.073, 0.043, -0.007], [-0.188, -0.171, -0.255], [0.091, 0.069, 0.139], [-0.102, 0.133, 0.041], [-0.185, 0.067, -0.052], [0.069, -0.052, 0.003], [-0.006, 0.017, 0.025], [-0.029, 0.013, -0.009], [-0.003, -0.034, -0.014], [0.027, -0.019, 0.021], [0.018, -0.085, 0.135], [-0.007, 0.166, -0.298], [-0.007, 0.126, 0.101], [0.000, 0.201, -0.012], [-0.004, -0.072, -0.030], [0.025, -0.156, 0.318], [-0.004, 0.094, -0.144], [-0.006, -0.210, -0.066], [0.011, -0.187, -0.036], [-0.028, 0.073, 0.039], [-0.006, -0.005, -0.026], [-0.003, -0.044, 0.011], [0.004, 0.021, 0.071], [0.000, 0.044, -0.011], [0.128, -0.126, -0.081], [-0.187, 0.192, 0.155], [0.100, 0.098, -0.017], [0.030, 0.196, 0.046], [-0.040, -0.086, 0.011], [0.252, -0.186, -0.218], [-0.128, 0.119, 0.108], [-0.099, -0.131, 0.036], [-0.040, -0.176, -0.021], [0.064, 0.091, 0.012], [-0.021, -0.004, 0.020], [-0.008, -0.029, -0.009], [0.027, 0.001, -0.008], [0.004, 0.046, 0.012]]
}